(1)
Here is 9 unconnected molecules or ions with the total composition C5H27N2O8 from the Open Molecules 2025 dataset. Energies are from ωB97M-V/def2-TZVPD.

```
42
Properties=species:S:1:pos:R:3:lowdin_charge:R:1
C -2.706 -0.769 1.704 -0.234
N -3.424 -0.172 0.571 -0.008
C 0.197 2.820 -2.967 -0.129
O -0.990 2.877 -3.215 -0.045
C -1.196 -1.265 1.287 -0.147
C -1.445 -2.586 0.450 -0.247
C -1.929 -2.363 -0.931 -0.293
N -0.820 -2.020 -1.846 0.036
H -2.234 0.129 2.265 0.104
H -3.374 -1.398 2.176 0.073
H -2.816 -0.056 -0.197 0.006
H 0.772 1.973 -2.521 0.082
H 0.793 3.818 -3.012 0.104
H -0.597 -0.396 0.753 0.129
H -0.645 -1.342 2.265 0.099
H -0.771 -3.368 0.604 0.064
H -2.184 -3.344 0.934 0.127
H -2.378 -3.252 -1.344 0.088
H -2.690 -1.547 -0.729 0.086
H 0.083 -2.246 -1.534 0.042
H -0.884 -1.116 -2.124 -0.041
H 0.436 3.066 1.283 -0.112
H 2.589 -0.903 0.572 -0.017
O 1.286 3.086 1.522 -0.275
H 3.521 -1.269 -1.718 0.097
H 2.835 -0.105 -2.399 0.021
O 2.805 -1.078 -2.483 -0.134
H 1.558 1.689 1.825 -0.009
H 0.452 0.804 2.284 -0.019
O 1.349 0.704 2.063 -0.125
H 2.972 -0.005 2.700 0.005
H -4.254 -0.520 0.311 0.013
O 3.424 -0.249 3.554 -0.059
H 1.584 3.624 -1.151 -0.033
H 1.841 3.161 0.226 -0.019
O 2.124 2.893 -0.794 -0.215
H -2.043 0.955 -3.068 0.092
H -1.250 1.280 -1.702 0.083
O -1.753 0.527 -2.186 -0.127
H 2.727 -0.303 4.135 -0.018
H 3.588 -0.621 1.615 -0.025
O 3.446 -1.113 0.822 -0.018
```

Values from the calculation:
* charge: -1
* LUMO: 2.9 eV
* highest occupied orbital energy: -5.66 eV
* orbital gap: 8.54 eV

---

(2)
Here is 2 unconnected molecules or ions with the total composition C14H17BBrN3O4 from the Open Molecules 2025 dataset. Energies are from ωB97M-V/def2-TZVPD.

```
40
Properties=species:S:1:pos:R:3:lowdin_charge:R:1
N -2.384 -0.849 1.222 0.131
C -1.473 -0.464 0.517 -0.162
C -0.452 0.001 -0.618 -0.102
C 0.315 -1.245 -1.354 -0.360
C 1.637 -0.553 -2.014 -0.138
N 2.559 -0.006 -2.589 0.126
C -0.503 -1.867 -2.590 -0.147
C -2.096 -1.944 -2.406 -0.256
C -2.712 -2.125 -3.914 -0.606
Br -4.711 -2.101 -3.893 0.543
C 0.877 -2.311 -0.282 -0.039
B -0.015 -3.652 -0.085 -0.505
O -1.397 -3.686 0.368 0.059
O 0.608 -4.950 -0.331 0.070
H -0.990 0.641 -1.409 0.142
H 0.360 0.640 -0.083 0.091
H -0.114 -2.901 -2.945 0.148
H -0.312 -1.159 -3.494 0.130
H -2.593 -1.002 -1.990 0.103
H -2.462 -2.886 -1.833 0.111
H -2.400 -1.153 -4.471 0.072
H -2.259 -3.010 -4.479 0.079
H 1.918 -2.651 -0.673 0.132
H 1.082 -1.768 0.718 0.137
H -1.775 -4.478 -0.098 0.110
H 0.033 -5.610 0.142 0.110
O 1.384 2.280 -0.031 0.028
N 0.652 3.013 0.628 -0.329
O -0.427 3.441 0.240 0.086
C 1.100 3.403 1.966 -0.140
C 2.341 2.965 2.431 0.002
C 2.773 3.358 3.694 -0.065
C 1.969 4.176 4.483 -0.070
C 0.728 4.601 4.018 -0.064
C 0.288 4.216 2.755 0.003
H 2.977 2.327 1.827 0.121
H 3.739 3.029 4.063 0.110
H 2.313 4.485 5.466 0.109
H 0.105 5.237 4.639 0.110
H -0.680 4.557 2.404 0.121
```

Values from the calculation:
* SMILES: N#CC[C@](C#N)(CCCBr)CB(O)O.O=[N+]([O-])c1ccccc1
* LUMO: -1.0 eV
* highest occupied orbital energy: -10.22 eV
* orbital gap: 9.27 eV

---

(3)
Here is C3H9NOS in the gas phase from the Open Molecules 2025 dataset. Energies are from ωB97M-V/def2-TZVPD.

```
15
Properties=species:S:1:pos:R:3:lowdin_charge:R:1
C -1.257 -1.566 -1.101 -0.057
C -0.172 -0.721 -0.272 -0.312
C 1.077 2.369 1.487 -0.271
N 0.076 0.712 -0.541 -0.234
O 2.958 1.331 -0.127 -0.524
S 1.602 1.864 -0.166 0.880
H -1.616 -2.274 -0.368 0.068
H -0.866 -1.986 -1.953 0.035
H -0.582 -0.737 0.762 0.089
H -2.078 -0.946 -1.228 0.041
H 0.803 -1.301 -0.159 0.115
H 0.040 2.485 1.403 0.007
H 1.236 1.597 2.165 0.018
H 1.592 3.440 1.721 0.118
H -0.074 0.815 -1.525 0.026
```

Values from the calculation:
* LUMO: 0.9 eV
* highest occupied orbital energy: -8.86 eV
* orbital gap: 9.75 eV

---

(4)
Here is 2 unconnected molecules or ions with the total composition C2H3NO2S from the Open Molecules 2025 dataset. Energies are from ωB97M-V/def2-TZVPD.

```
9
Properties=species:S:1:pos:R:3:lowdin_charge:R:1
C 1.233 0.644 -0.655 -0.083
C -0.003 0.556 -0.332 -0.613
N -0.433 -1.374 0.637 -0.305
O 0.291 -2.272 0.460 0.104
O -1.537 -1.205 1.114 -0.028
S -1.283 1.570 -0.093 0.808
H 1.626 1.574 -0.923 0.039
H 2.006 -0.092 -1.043 0.102
H -1.900 0.599 0.834 -0.024
```

Values from the calculation:
* LUMO (alpha / beta): -0.7 / -0.7 eV
* highest occupied orbital energy (alpha / beta): -8.95 / -8.95 eV
* orbital gap (alpha / beta): 8.24 / 8.24 eV

---

(5)
Here is a gas-phase ion, C6H15N2 (charge +1) from the Open Molecules 2025 dataset. Energies are from ωB97M-V/def2-TZVPD.

```
23
Properties=species:S:1:pos:R:3:lowdin_charge:R:1
C -2.345 1.359 0.264 -0.084
C -1.649 0.560 -0.833 -0.260
C -1.533 -0.945 -0.524 -0.204
C -0.703 -1.363 0.722 -0.157
C 0.797 -1.201 0.412 -0.185
N 1.169 0.059 0.067 0.230
C 2.471 0.330 -0.359 -0.258
N 2.918 1.531 0.326 0.070
H -2.326 2.426 0.042 0.078
H -3.381 1.053 0.351 0.085
H -1.710 1.259 1.150 0.069
H -2.260 0.635 -1.741 0.118
H -0.637 0.863 -1.103 0.084
H -1.070 -1.422 -1.394 0.111
H -2.512 -1.410 -0.405 0.120
H -0.975 -0.942 1.685 0.117
H -0.931 -2.431 0.760 0.119
H 0.955 -1.985 -0.377 0.205
H 1.508 -1.639 1.150 0.200
H 3.165 -0.517 -0.241 0.152
H 2.434 0.607 -1.428 0.196
H 3.902 1.714 0.165 0.106
H 2.715 1.460 1.310 0.087
```

Values from the calculation:
* charge: +1
* LUMO: -8.3 eV
* highest occupied orbital energy: -14.61 eV
* orbital gap: 6.35 eV

---

(6)
Here is 2 unconnected molecules or ions with the total composition CH6P2 from the Open Molecules 2025 dataset. Energies are from ωB97M-V/def2-TZVPD.

```
9
Properties=species:S:1:pos:R:3:lowdin_charge:R:1
C 0.737 -0.239 0.076 -1.052
P -0.004 0.170 -1.443 0.671
P 0.309 0.885 1.433 0.624
H 1.829 -0.461 0.186 -0.041
H 0.807 -1.941 1.033 0.147
H -0.178 -1.116 -2.094 -0.096
H -1.335 0.235 -0.714 -0.056
H 0.008 2.035 0.537 -0.104
H 1.706 1.312 1.580 -0.093
```

Values from the calculation:
* LUMO (alpha / beta): -0.4 / -0.4 eV
* highest occupied orbital energy (alpha / beta): -8.70 / -8.62 eV
* orbital gap (alpha / beta): 8.26 / 8.19 eV

---

(7)
Here is 3 unconnected molecules or ions with the total composition C15H27BCl2IO6 from the Open Molecules 2025 dataset. Energies are from ωB97M-V/def2-TZVPD.

```
52
Properties=species:S:1:pos:R:3:lowdin_charge:R:1
C 4.863 1.910 -1.407 -0.038
C 5.006 0.731 -2.019 -0.131
B 4.064 -0.541 -1.770 -1.207
I 5.558 -2.405 -1.895 0.457
O 3.485 -0.585 -0.448 -0.052
C 2.366 -1.427 -0.553 -0.195
C 1.833 -1.171 -1.961 -0.362
C 0.611 -0.237 -2.078 -0.603
Cl 0.372 0.027 -3.847 0.608
C 0.785 1.107 -1.368 -0.626
C 0.548 1.080 0.135 -0.109
Cl -0.436 2.319 -1.986 0.659
O 2.944 -0.728 -2.693 -0.049
H 3.894 2.329 -1.152 0.035
H 5.729 2.519 -1.159 0.035
H 5.847 0.626 -2.699 0.055
H 2.590 -2.483 -0.399 0.097
H 1.613 -1.187 0.196 0.095
H 1.537 -2.134 -2.393 0.146
H -0.285 -0.766 -1.757 0.098
H 1.760 1.517 -1.618 0.097
H -0.427 0.653 0.375 0.071
H 1.347 0.568 0.662 0.088
H 0.544 2.109 0.496 0.045
O 0.796 -3.742 0.571 0.124
C -0.379 -3.725 0.793 -0.512
O -1.014 -2.556 0.559 -0.010
C -2.424 -2.353 0.617 -0.237
C -2.882 -1.968 2.005 -0.060
C -1.140 -4.900 1.361 0.018
H -2.963 -3.207 0.200 0.110
H -2.594 -1.512 -0.056 0.119
H -2.726 -2.762 2.738 0.072
H -3.944 -1.718 1.990 0.081
H -2.295 -1.098 2.298 0.051
H -1.027 -4.888 2.445 0.094
H -0.687 -5.807 0.971 0.088
H -2.199 -4.907 1.115 0.067
O -1.306 0.826 2.514 0.090
C -1.704 1.842 2.016 -0.541
O -2.745 1.762 1.158 -0.003
C -3.385 2.918 0.610 -0.229
C -2.675 3.428 -0.626 -0.149
C -1.017 3.166 2.243 0.023
H -3.498 3.692 1.371 0.109
H -4.389 2.578 0.356 0.119
H -1.661 3.758 -0.402 0.027
H -3.223 4.268 -1.056 0.082
H -2.602 2.637 -1.372 0.011
H -0.175 3.231 1.554 0.073
H -0.635 3.172 3.261 0.096
H -1.654 4.036 2.109 0.073
```

Values from the calculation:
* charge: -1
* LUMO: 2.3 eV
* highest occupied orbital energy: -4.44 eV
* orbital gap: 6.69 eV

---

(8)
Here is a gas-phase ion, C4H12NOS2 (charge +1) from the Open Molecules 2025 dataset. Energies are from ωB97M-V/def2-TZVPD.

```
20
Properties=species:S:1:pos:R:3:lowdin_charge:R:1
C -3.000 0.828 -0.336 -0.419
S -2.150 -0.360 0.742 0.463
S -0.534 0.537 1.569 0.545
C 0.743 0.721 0.264 -0.466
C 1.463 -0.594 -0.035 -0.313
N 0.518 -1.343 -0.996 0.210
C 2.737 -0.318 -0.811 -0.205
O 2.378 0.225 -2.073 -0.042
H -2.955 1.836 0.094 0.050
H -4.032 0.487 -0.216 0.034
H -2.702 0.819 -1.375 0.032
H 0.381 1.154 -0.666 0.098
H 1.475 1.389 0.720 0.091
H 1.676 -1.349 0.702 0.153
H 0.591 -0.766 -1.828 0.142
H -0.411 -1.390 -0.594 0.057
H 0.869 -2.277 -1.203 0.177
H 3.284 0.441 -0.227 0.140
H 3.404 -1.175 -0.871 0.136
H 3.068 0.044 -2.720 0.119
```

Values from the calculation:
* SMILES: CSSC[C@@H]([NH3+])CO
* charge: +1
* LUMO: -3.2 eV
* highest occupied orbital energy: -12.54 eV
* orbital gap: 9.38 eV

---

Number 1: E -24980.1074 eV. Number 2: E -98169.6147 eV. Number 3: E -17627.1591 eV. Number 4: E -18536.7383 eV. Number 5: E -9434.4446 eV. Number 6: E -19706.7422 eV. Number 7: E -62103.2168 eV. Number 8: E -29544.2434 eV.